A structure of composition C34H67Br9N5O5. Source: the Open Molecules 2025 dataset; level of theory: wB97M-V/def2-TZVPD.

The geometry in XYZ format:
```
120
Properties=species:S:1:pos:R:3:mulliken_spin:R:1
C 12.265 8.442 -4.340 0.0000
Br 12.224 8.262 -6.326 0.0000
Br 13.282 10.061 -3.882 0.0000
Br 13.168 6.815 -3.444 0.0000
H 11.231 8.520 -4.006 0.0000
C 0.214 6.646 0.083 0.0000
Br 0.782 7.951 1.495 0.0000
Br 1.651 5.311 -0.250 0.0000
Br -0.774 7.121 -1.581 0.0000
H -0.578 6.132 0.628 0.0000
C 1.654 5.582 -11.627 0.0000
Br 1.159 6.226 -13.370 0.0000
Br 2.562 3.780 -11.751 0.0000
Br -0.130 5.356 -10.662 0.0000
H 2.297 6.360 -11.215 0.0000
C 9.427 13.774 3.261 0.0060
C 10.988 13.653 3.250 -0.0004
C 11.408 14.231 4.572 0.0162
C 12.824 14.000 4.963 -0.0037
C 13.118 12.516 5.040 0.0104
C 12.692 11.757 3.717 -0.0027
N 11.321 12.226 3.196 0.3316
O 10.750 11.372 2.024 0.6206
C 13.890 11.858 2.730 0.0199
C 12.525 10.311 4.199 0.0049
C 11.624 14.507 2.151 0.0236
H 9.178 14.827 3.393 0.0006
H 8.998 13.075 3.980 -0.0076
H 8.979 13.581 2.286 0.0011
H 11.493 15.317 4.559 -0.0006
H 10.659 14.144 5.360 -0.0033
H 13.162 14.522 5.858 0.0000
H 13.431 14.446 4.175 -0.0005
H 12.618 12.098 5.913 -0.0012
H 14.193 12.416 5.191 -0.0006
H 14.651 11.137 3.030 -0.0004
H 13.522 11.702 1.716 -0.0021
H 14.285 12.870 2.645 -0.0016
H 11.760 10.187 4.966 -0.0029
H 12.236 9.583 3.441 -0.0015
H 13.402 9.944 4.732 0.0001
H 11.634 13.995 1.189 -0.0034
H 12.666 14.804 2.265 -0.0032
H 11.168 15.476 1.944 0.0008
C 4.905 23.276 -7.115 0.0336
C 5.517 21.975 -7.581 -0.0079
C 6.318 21.345 -6.409 0.0105
C 5.372 20.677 -5.401 -0.0023
C 4.577 19.564 -6.130 0.0086
C 3.731 20.174 -7.292 0.0053
N 4.556 21.054 -8.168 0.3253
O 3.801 21.566 -9.333 0.6037
C 3.184 18.849 -7.947 0.0096
C 2.514 20.922 -6.630 0.0293
C 6.713 22.385 -8.630 0.0148
H 4.081 23.692 -7.696 -0.0046
H 5.682 24.037 -7.179 -0.0015
H 4.534 23.232 -6.091 -0.0040
H 7.014 20.605 -6.805 -0.0019
H 7.023 22.042 -5.956 -0.0007
H 4.703 21.373 -4.896 -0.0002
H 5.993 20.185 -4.652 0.0000
H 3.881 19.044 -5.472 -0.0003
H 5.308 18.819 -6.442 -0.0021
H 2.511 19.242 -8.710 0.0000
H 3.936 18.282 -8.495 -0.0052
H 2.669 18.207 -7.232 0.0005
H 1.868 21.275 -7.434 -0.0031
H 1.925 20.191 -6.076 0.0003
H 2.777 21.722 -5.938 -0.0032
H 7.703 22.538 -8.200 0.0018
H 6.274 23.212 -9.187 -0.0005
H 6.712 21.589 -9.375 -0.0056
C 2.795 9.707 -5.308 0.0235
C 3.331 11.070 -5.685 -0.0086
C 2.409 12.089 -5.108 0.0182
C 2.699 12.313 -3.601 -0.0074
C 4.185 12.596 -3.309 0.0162
C 5.145 11.587 -3.930 -0.0030
N 4.753 11.361 -5.354 0.3277
O 5.780 10.641 -6.075 0.6221
C 6.593 12.190 -3.854 -0.0007
C 5.076 10.286 -2.924 0.0303
C 2.989 11.244 -7.227 0.0027
H 2.747 9.523 -4.235 -0.0015
H 3.514 8.973 -5.671 -0.0046
H 1.775 9.518 -5.643 0.0007
H 2.695 13.033 -5.572 -0.0040
H 1.359 11.893 -5.328 -0.0001
H 2.309 11.430 -3.095 -0.0002
H 2.041 13.110 -3.253 -0.0001
H 4.128 12.678 -2.223 -0.0003
H 4.342 13.611 -3.672 0.0010
H 7.340 11.404 -3.961 0.0020
H 6.871 12.868 -4.661 -0.0054
H 6.728 12.676 -2.887 0.0003
H 5.252 9.316 -3.388 -0.0042
H 5.826 10.336 -2.134 -0.0004
H 4.149 10.094 -2.384 -0.0017
H 1.957 11.491 -7.476 0.0006
H 3.108 10.322 -7.795 -0.0004
H 3.676 12.008 -7.591 -0.0027
O -4.219 14.469 -0.513 0.0000
C -4.438 13.238 -0.437 0.0000
N -5.683 12.776 -0.306 0.0000
C -3.400 12.208 -0.450 0.0000
H -6.356 13.498 -0.095 0.0000
H -5.953 11.814 -0.160 0.0000
H -2.590 12.515 -1.111 0.0000
H -3.860 11.232 -0.601 0.0000
H -2.909 12.133 0.520 0.0000
O 1.489 17.591 -0.890 0.0000
C 1.474 17.404 0.304 0.0000
N 0.640 16.625 0.953 0.0000
C 2.516 18.043 1.191 0.0000
H 0.376 16.713 1.924 0.0000
H 0.037 16.009 0.427 0.0000
H 3.015 18.864 0.676 0.0000
H 3.300 17.400 1.590 0.0000
H 2.003 18.392 2.087 0.0000
```

Results
HOMO-LUMO gap (spin up / spin down) in eV: 7.9 / 8.7
E_tot in hartree: -25151.3649
2S+1: 4